# 1
Entry from the Open Molecules 2025 dataset: a 2-piece molecular cluster, C5H11O2 overall (ωB97M-V/def2-TZVPD).

* net charge: -1
* E_HOMO: -4.0 eV

Last column: natural (NBO) charge in e.
Cartesian coordinates (Å):
1 O 1.754 -1.644 1.090  -0.81
2 C 1.875 -1.477 2.331  0.63
3 O 1.599 -0.470 3.013  -0.79
4 H 2.270 -2.385 2.862  -0.01
5 C -0.097 -0.930 -1.058  -0.61
6 C -0.902 0.291 -0.606  -0.21
7 C -0.446 0.876 0.723  -0.61
8 C -0.868 1.382 -1.682  -0.60
9 H -0.563 -1.368 -1.948  0.17
10 H 0.935 -0.653 -1.277  0.21
11 H -0.021 -1.669 -0.265  0.26
12 H -1.956 -0.006 -0.510  0.17
13 H -1.170 1.635 1.054  0.17
14 H 0.545 1.326 0.707  0.21
15 H -0.412 0.094 1.479  0.25
16 H -0.990 0.951 -2.685  0.19
17 H -1.644 2.136 -1.506  0.19
18 H 0.091 1.911 -1.723  0.20

=====

# 2
Entry from the Open Molecules 2025 dataset: a 5-piece molecular cluster, C79H75BCl3FO16S overall (ωB97M-V/def2-TZVPD).

* SMILES: CCC[C@H](C)[C@@]1(COO)[C@](COCC)([C@@H](Cl)[C@H](C)Cl)[C@@H](CCCF)[C@](B(O)OC)([C@@H](Cl)CC)OS1(=O)=O.O=C1c2ccccc2C(=O)c2ccccc21.O=C1c2ccccc2C(=O)c2ccccc21.O=C1c2ccccc2C(=O)c2ccccc21.O=C1c2ccccc2C(=O)c2ccccc21
* E_HOMO: -9.6 eV

Last column: Löwdin charge in e.
Cartesian coordinates (Å):
1 C -0.775 1.323 4.665  -0.11
2 C -0.349 1.822 3.218  -0.21
3 C -0.476 0.562 2.219  -0.15
4 C 0.395 0.857 0.947  -0.24
5 C -0.550 1.845 0.127  -0.04
6 C 1.137 -0.245 0.115  -0.26
7 C 2.488 0.471 -0.347  -0.21
8 O 2.357 1.863 -0.681  -0.17
9 O 3.111 2.681 0.163  -0.02
10 C 1.352 -1.674 0.847  -0.23
11 C 2.093 -1.268 2.154  -0.15
12 O 3.321 -1.936 2.463  -0.21
13 C 4.034 -1.279 3.495  -0.26
14 C 5.362 -2.082 3.775  -0.06
15 C 2.213 -2.715 0.035  -0.50
16 Cl 3.860 -2.113 -0.558  0.76
17 C 2.708 -4.078 0.646  -0.70
18 C 3.333 -4.898 -0.610  -0.18
19 Cl 1.650 -5.301 1.428  0.69
20 C -0.078 -2.411 0.991  -0.13
21 C -0.658 -2.715 2.410  -0.16
22 C 0.215 -3.463 3.474  -0.19
23 C -0.073 -2.786 4.870  -0.16
24 F -1.457 -3.023 5.131  -0.10
25 C -1.208 -2.111 -0.107  -0.27
26 B -2.653 -1.666 0.542  -0.52
27 O -3.500 -2.517 1.294  0.09
28 O -3.176 -0.360 0.300  0.00
29 C -4.358 -0.087 1.060  -0.07
30 C -1.505 -3.404 -1.007  -0.55
31 Cl -2.032 -4.867 -0.076  0.71
32 C -2.477 -3.186 -2.199  -0.24
33 C -1.831 -2.651 -3.540  -0.08
34 O -1.046 -1.096 -1.091  -0.21
35 S 0.390 -0.572 -1.564  0.78
36 O 1.215 -1.424 -2.463  -0.30
37 O 0.251 0.682 -2.377  -0.27
38 H -1.847 1.014 4.669  0.08
39 H -0.563 2.089 5.446  0.07
40 H -0.184 0.411 4.942  0.05
41 H 0.713 2.145 3.329  0.11
42 H -1.031 2.646 2.924  0.10
43 H -0.148 -0.226 2.918  0.06
44 H -1.574 0.559 1.995  0.12
45 H 1.189 1.525 1.381  0.12
46 H -1.287 1.305 -0.507  0.07
47 H -1.150 2.505 0.793  0.08
48 H 0.014 2.519 -0.551  0.09
49 H 2.873 0.055 -1.315  0.09
50 H 3.318 0.356 0.387  0.11
51 H 4.053 2.613 -0.077  0.07
52 H 1.498 -1.357 3.109  0.11
53 H 2.404 -0.182 2.205  0.13
54 H 4.286 -0.221 3.233  0.13
55 H 3.426 -1.311 4.434  0.13
56 H 5.066 -3.041 4.271  0.08
57 H 5.983 -1.490 4.484  0.08
58 H 5.928 -2.285 2.834  0.08
59 H 1.578 -3.058 -0.824  0.09
60 H 3.618 -3.981 1.286  0.08
61 H 4.448 -4.895 -0.573  0.07
62 H 3.070 -5.985 -0.534  0.05
63 H 2.918 -4.558 -1.583  0.07
64 H 0.130 -3.475 0.667  0.07
65 H -1.232 -1.916 2.923  0.10
66 H -1.442 -3.504 2.215  0.09
67 H 1.318 -3.438 3.339  0.08
68 H -0.051 -4.537 3.632  0.11
69 H 0.026 -1.678 4.840  0.09
70 H 0.475 -3.263 5.707  0.12
71 H -3.355 -2.411 2.242  0.10
72 H -4.210 -0.186 2.167  0.10
73 H -4.650 0.984 0.905  0.11
74 H -5.222 -0.692 0.699  0.08
75 H -0.503 -3.662 -1.449  0.12
76 H -3.388 -2.577 -2.012  0.12
77 H -2.865 -4.207 -2.458  0.10
78 H -0.721 -2.633 -3.547  0.06
79 H -2.207 -1.603 -3.676  0.08
80 H -2.181 -3.206 -4.445  0.08
81 O -6.525 -7.628 -0.933  0.11
82 C -7.200 -7.111 -0.063  -0.28
83 C -8.681 -7.137 -0.142  -0.10
84 C -9.301 -7.776 -1.214  0.01
85 C -10.686 -7.838 -1.276  -0.05
86 C -11.458 -7.263 -0.270  -0.05
87 C -10.845 -6.611 0.790  -0.01
88 C -9.455 -6.540 0.854  -0.12
89 C -8.810 -5.823 1.980  -0.31
90 O -9.486 -5.258 2.818  0.11
91 C -7.331 -5.814 2.071  -0.09
92 C -6.713 -5.176 3.144  0.01
93 C -5.330 -5.190 3.255  -0.05
94 C -4.559 -5.843 2.297  -0.07
95 C -5.170 -6.468 1.219  0.00
96 C -6.558 -6.452 1.100  -0.08
97 H -8.704 -8.229 -1.995  0.12
98 H -11.166 -8.340 -2.108  0.11
99 H -12.539 -7.323 -0.314  0.11
100 H -11.449 -6.160 1.569  0.12
101 H -7.310 -4.671 3.894  0.12
102 H -4.851 -4.697 4.093  0.11
103 H -3.480 -5.861 2.390  0.09
104 H -4.566 -6.971 0.474  0.12
105 O 9.890 1.266 2.666  0.11
106 C 9.615 2.140 1.867  -0.28
107 C 10.412 3.390 1.810  -0.08
108 C 11.498 3.551 2.667  0.00
109 C 12.273 4.699 2.595  -0.05
110 C 11.969 5.691 1.666  -0.05
111 C 10.878 5.542 0.822  0.01
112 C 10.092 4.395 0.895  -0.08
113 C 8.918 4.254 0.001  -0.25
114 O 8.605 5.153 -0.760  0.08
115 C 8.133 2.997 0.043  -0.07
116 C 7.049 2.836 -0.817  0.01
117 C 6.328 1.650 -0.808  -0.06
118 C 6.688 0.620 0.059  -0.05
119 C 7.759 0.782 0.926  0.01
120 C 8.482 1.973 0.925  -0.08
121 H 11.741 2.779 3.386  0.12
122 H 13.120 4.821 3.259  0.11
123 H 12.583 6.581 1.603  0.11
124 H 10.642 6.319 0.105  0.11
125 H 6.769 3.632 -1.496  0.12
126 H 5.487 1.523 -1.481  0.11
127 H 6.129 -0.307 0.058  0.08
128 H 8.032 -0.020 1.601  0.12
129 O 9.829 10.154 -6.596  0.10
130 C 9.122 9.191 -6.365  -0.28
131 C 8.272 8.606 -7.431  -0.08
132 C 8.304 9.153 -8.711  0.00
133 C 7.542 8.589 -9.725  -0.06
134 C 6.747 7.476 -9.465  -0.06
135 C 6.700 6.938 -8.187  0.00
136 C 7.457 7.505 -7.165  -0.08
137 C 7.385 6.933 -5.798  -0.28
138 O 6.634 6.007 -5.554  0.10
139 C 8.249 7.504 -4.738  -0.08
140 C 8.219 6.955 -3.458  0.01
141 C 9.047 7.459 -2.466  -0.05
142 C 9.909 8.517 -2.749  -0.05
143 C 9.933 9.077 -4.019  0.00
144 C 9.099 8.577 -5.016  -0.09
145 H 8.925 10.016 -8.919  0.12
146 H 7.571 9.013 -10.721  0.11
147 H 6.163 7.029 -10.260  0.11
148 H 6.077 6.075 -7.987  0.12
149 H 7.554 6.130 -3.236  0.11
150 H 9.023 7.029 -1.479  0.07
151 H 10.562 8.905 -1.976  0.10
152 H 10.603 9.901 -4.233  0.12
153 O -13.002 -1.816 0.294  0.11
154 C -12.045 -1.069 0.373  -0.28
155 C -10.663 -1.599 0.281  -0.08
156 C -10.463 -2.962 0.080  0.02
157 C -9.176 -3.463 -0.047  -0.04
158 C -8.081 -2.605 0.025  -0.03
159 C -8.276 -1.248 0.242  0.01
160 C -9.566 -0.742 0.377  -0.08
161 C -9.760 0.706 0.627  -0.28
162 O -8.802 1.444 0.765  0.10
163 C -11.141 1.240 0.699  -0.08
164 C -11.339 2.605 0.898  0.00
165 C -12.627 3.120 0.934  -0.06
166 C -13.722 2.275 0.773  -0.06
167 C -13.529 0.913 0.589  0.00
168 C -12.239 0.390 0.557  -0.08
169 H -11.311 -3.633 0.018  0.12
170 H -9.023 -4.518 -0.208  0.09
171 H -7.076 -2.995 -0.086  0.11
172 H -7.424 -0.583 0.303  0.10
173 H -10.490 3.265 1.019  0.12
174 H -12.779 4.182 1.085  0.11
175 H -14.727 2.680 0.792  0.11
176 H -14.384 0.259 0.466  0.12

=====

LUMO level for the records above, in order: 3.9 -1.4 eV
Frontier orbital gap for the records above, in order: 7.9202 8.1710 eV